[1]
A 3-piece molecular cluster, C21H50O8P2Si overall at a distorted geometry. Source: the Open Molecules 2025 dataset; level of theory: ωB97M-V/def2-TZVPD.

Calculated values
HOMO ... -8.44 eV
Relative energy (zero: lowest compared OMol25 entry of this formula, charge and spin) ... 0.0 kcal/mol
Largest force on an atom ... 0.1048 hartree/bohr
Total charge ... 0
E ... -65424.5453 eV
SMILES string ... CC(=O)OCCC[Si@@](OC[C@H](C)O)(P(C)O)P(=O)(O)O.CCCCCC.CCCCCC

Structure (XYZ):
```
82
Properties=species:S:1:pos:R:3:forces:R:3
C 0.9852 4.2248 0.2701 -0.5797 -0.6631 0.3305
C -0.4311 3.5125 0.4046 -2.9003 2.3638 -0.5599
O -1.4445 4.2130 0.2182 3.0860 -2.2836 0.4374
O -0.6174 2.1441 0.7276 1.0248 0.9986 -0.7609
C -1.0637 1.3826 -0.4284 -0.3180 -0.1831 -1.1062
C -2.6627 1.4607 -0.6452 1.3172 -0.9569 0.2687
C -3.3788 0.9211 0.6843 0.3455 -0.3237 -0.0008
Si -4.9534 1.8633 1.2248 -0.9528 -2.2459 -1.9832
O -6.1368 2.0940 -0.0066 2.3814 0.7883 0.8982
C -5.7019 2.9851 -1.0615 -1.3106 1.1651 -2.4807
C -7.0318 3.3129 -1.9340 -0.6123 0.2860 2.4192
C -8.0914 4.0043 -0.9243 0.4917 0.6549 0.0692
O -7.6250 2.0849 -2.3950 0.2395 0.5020 -0.0380
P -5.9364 0.5492 2.7559 -0.7305 -0.2826 1.1547
C -5.5063 -1.2485 2.3551 -0.8798 -0.5492 -0.8980
O -7.6377 0.7145 2.4808 1.3677 0.4805 -0.2291
P -4.3731 3.6933 2.3149 1.2352 5.2410 0.1986
O -4.1954 4.9370 1.4499 -0.7005 -2.9181 1.5384
O -2.8832 3.4623 3.1447 -2.8542 -0.8669 -0.6446
O -5.6337 4.0291 3.4261 2.5394 -1.7556 -0.5282
H 1.1427 4.8582 1.2157 -0.1385 -1.1170 -1.3781
H 0.8942 4.9478 -0.6124 0.1689 -1.2015 1.2784
H 1.8015 3.4501 0.1268 -0.8628 1.1681 0.2343
H -0.4870 1.7912 -1.3313 -0.9999 -0.6393 0.9669
H -0.7232 0.2930 -0.2963 -0.5714 1.6489 0.1125
H -2.8988 0.6940 -1.4712 0.2510 1.4479 0.9885
H -2.9439 2.5153 -0.9504 0.3312 -1.3997 0.4809
H -2.6687 0.9234 1.5937 -0.8488 0.1433 -1.4033
H -3.6736 -0.1791 0.5370 0.3646 1.5776 0.1708
H -4.9698 2.5205 -1.8036 -0.8114 0.2536 1.2993
H -5.3131 3.9951 -0.7112 -0.2208 -1.3698 -0.0129
H -6.8031 4.0414 -2.7889 -0.2615 -1.4348 1.0331
H -7.5589 4.7569 -0.2381 -0.6897 -0.9921 -1.0537
H -8.5477 3.2255 -0.2147 0.5456 1.0387 -1.2382
H -8.8981 4.5876 -1.4953 1.0631 -1.1127 0.8475
H -8.1213 1.6662 -1.6587 0.6668 0.6055 -0.5461
H -6.3061 -1.9113 2.8343 1.1189 0.9861 -0.4512
H -5.5556 -1.4737 1.2307 0.3104 0.2259 1.6106
H -4.4957 -1.5130 2.8110 -1.3428 0.5092 -0.6896
H -7.8279 1.6756 2.3605 0.1650 -1.0001 0.1005
H -2.8581 2.5436 3.4894 0.1870 0.5950 -0.0745
H -5.4527 3.4173 4.1812 -0.5846 0.5868 -0.3868
C 3.7472 -1.9093 -4.7561 0.1563 -0.0061 0.0286
C 3.3353 -2.7519 -3.5563 -0.1084 -0.0516 -0.0715
C 1.8580 -2.6010 -3.1884 -0.0145 -0.0844 0.1107
C 1.4288 -1.1930 -2.7663 0.0798 0.0874 -0.1284
C 2.1936 -0.6068 -1.5791 -0.1564 -0.0036 0.0088
C 2.0146 -1.4045 -0.2943 0.1784 0.0825 0.0896
H 3.6282 -0.8416 -4.5597 -0.0060 -0.0271 -0.0472
H 4.7983 -2.0859 -4.9974 -0.0685 0.0595 -0.0510
H 3.1513 -2.1670 -5.6360 0.0155 0.0585 0.0418
H 3.9704 -2.5067 -2.6989 -0.0408 -0.0192 0.0082
H 3.5269 -3.8048 -3.7890 -0.0046 0.0539 0.0816
H 1.6220 -3.3093 -2.3873 -0.0121 0.0375 -0.0247
H 1.2467 -2.9050 -4.0459 0.0452 0.0112 0.0327
H 0.3599 -1.2162 -2.5239 0.0253 0.0075 0.0125
H 1.5275 -0.5119 -3.6183 -0.0173 -0.0447 0.0214
H 1.8355 0.4143 -1.4066 0.0633 -0.0181 -0.0433
H 3.2593 -0.5221 -1.8128 -0.0324 0.0003 -0.0384
H 0.9584 -1.4679 -0.0179 0.0390 -0.0620 -0.0071
H 2.5484 -0.9183 0.5269 -0.0685 -0.0938 0.0077
H 2.4085 -2.4188 -0.3909 -0.0515 0.0254 0.0295
C 5.3016 -4.2693 3.5177 -0.0293 -0.1558 -0.0321
C 6.6403 -4.1795 2.7972 0.0524 0.0953 0.0975
C 7.0683 -2.7430 2.4915 0.1122 -0.0209 -0.0695
C 6.1367 -1.9672 1.5561 -0.1415 -0.0232 0.0715
C 5.9031 -2.6088 0.1878 0.0394 0.1417 -0.0001
C 7.1729 -2.7341 -0.6439 -0.0673 -0.1234 -0.1239
H 4.4874 -3.8715 2.9080 0.0070 0.0050 0.0521
H 5.0654 -5.3119 3.7451 -0.0539 0.0846 0.0283
H 5.3289 -3.7164 4.4607 -0.0372 0.0000 -0.0627
H 6.6038 -4.7720 1.8777 0.0251 0.0426 0.0113
H 7.4067 -4.6407 3.4293 -0.0153 0.0130 -0.0927
H 8.0779 -2.7604 2.0678 -0.0414 0.0242 0.0085
H 7.1493 -2.1895 3.4341 -0.0077 -0.0423 -0.0359
H 6.5515 -0.9633 1.4111 -0.0173 -0.0382 -0.0182
H 5.1677 -1.8226 2.0460 0.0453 0.0000 -0.0017
H 5.1853 -1.9926 -0.3652 -0.0231 -0.0534 0.0551
H 5.4389 -3.5935 0.2997 -0.0105 0.0325 0.0356
H 7.6326 -1.7550 -0.8033 0.0212 -0.0565 0.0336
H 6.9405 -3.1598 -1.6239 0.0923 0.0353 0.0413
H 7.9065 -3.3869 -0.1655 -0.0021 0.0551 -0.0339
```
Positions in Å, forces in eV/Å.

***

[2]
C22H20F6GeN6O6ReS2 as an isolated structure. Source: the Open Molecules 2025 dataset; level of theory: ωB97M-V/def2-TZVPD.

Calculated values
HOMO ... -16.86 eV
Relative energy (zero: lowest compared OMol25 entry of this formula, charge and spin) ... 33.8 kcal/mol
Largest force on an atom ... 0.0175 hartree/bohr
Total charge ... +3
E ... -140950.3838 eV

Structure (XYZ):
```
64
Properties=species:S:1:pos:R:3:forces:R:3
Re -1.4615 -2.1201 0.2216 0.1630 0.4013 -0.3566
N -3.6303 -1.9161 0.8898 -0.0899 0.1515 0.0694
N -4.5544 -0.8349 0.9485 -0.0180 -0.0281 -0.0795
C -4.4379 0.4010 0.4196 -0.0428 -0.0411 -0.0055
N -5.4039 1.2582 0.6536 0.0082 0.0749 0.0675
N -3.3546 0.6157 -0.3719 0.0767 0.0015 0.0775
N -2.9126 1.8303 -0.4938 0.1479 -0.1365 0.1452
O -1.8159 1.9067 -1.2442 -0.0368 0.1528 -0.0113
O -3.3465 2.8367 -0.0178 -0.1215 0.0700 -0.1096
H -4.0960 -2.6655 0.3699 -0.0182 0.0317 -0.0199
H -3.5576 -2.2406 1.8577 0.0232 -0.0353 -0.0222
H -5.4133 -1.0615 1.4324 -0.0022 -0.0123 -0.0096
H -6.2151 1.0286 1.2125 0.0126 -0.0157 0.0040
H -5.3309 2.2096 0.3203 0.0030 -0.0137 -0.0166
F 1.7255 -1.9534 1.5135 -0.0037 -0.0085 0.0010
C 1.7021 -3.1837 2.0120 0.0146 0.0313 -0.0469
F 1.8578 -3.1573 3.3102 -0.0008 -0.0145 0.0218
F 2.5971 -3.9366 1.4232 -0.0043 0.0055 0.0122
S 0.0214 -3.9429 1.6893 -0.1504 0.0984 -0.0031
O -0.9989 -2.9192 2.1423 0.0104 -0.0081 0.0665
O -0.0329 -5.2382 2.2339 -0.0328 -0.0003 -0.0072
N -0.0952 -3.7549 0.0558 -0.0131 0.0823 0.0495
S -1.2990 -4.5481 -0.7802 -0.0535 0.0454 -0.0066
O -2.3083 -5.0037 0.1266 0.0670 -0.2697 -0.0471
O -1.7177 -3.4253 -1.6465 -0.1368 0.0626 0.1654
C -0.5430 -5.9530 -1.8046 0.0458 0.0181 -0.0295
F -0.0889 -6.8165 -0.9363 0.0010 0.0037 -0.0025
F -1.5040 -6.4350 -2.5394 -0.0127 -0.0078 0.0141
F 0.4162 -5.4270 -2.5229 -0.0030 0.0048 -0.0013
C -0.8730 -0.5632 -0.1352 0.4884 -0.7022 0.2814
Ge -0.2142 1.2049 -0.5030 -0.4596 -0.2384 -0.2069
C 0.2331 2.2394 1.0247 -0.0136 0.0601 -0.0790
C 0.7155 1.5817 2.1569 -0.0111 0.0177 -0.0231
C 1.0576 2.3312 3.2715 0.0005 -0.0121 0.0062
C 0.9192 3.7135 3.2469 0.0029 0.0096 0.0144
C 0.4327 4.3615 2.1165 -0.0105 0.0035 -0.0140
C 0.0901 3.6280 0.9919 0.0218 -0.0244 0.0218
C 2.7412 1.1230 -1.0447 -0.0520 0.0115 -0.0011
C 3.2544 -0.1656 -1.2370 0.0229 -0.0426 0.0164
C 4.3297 -0.6060 -0.4841 -0.0056 -0.0038 -0.0099
C 4.8986 0.2276 0.4701 -0.0102 0.0173 -0.0015
C 4.3955 1.5089 0.6687 -0.0019 -0.0132 -0.0053
C 3.3266 1.9569 -0.0847 0.0021 0.0310 0.0160
C 1.6377 1.6093 -1.8967 0.2973 0.0733 -0.1222
C 0.7055 0.6888 -2.4928 -0.1337 0.1638 0.3133
C -0.1874 1.1143 -3.5069 -0.0127 0.0536 -0.0614
C -0.2279 2.4345 -3.8692 0.0125 -0.0367 -0.0107
C 0.5955 3.3660 -3.2077 -0.0107 -0.0077 0.0034
C 1.4885 2.9770 -2.2356 0.0249 0.0136 0.0045
H 0.8343 0.5045 2.1723 -0.0031 -0.0041 -0.0056
H 1.4356 1.8396 4.1577 -0.0003 0.0024 0.0004
H 1.1900 4.2936 4.1192 0.0012 -0.0004 -0.0004
H 0.3199 5.4371 2.1139 0.0001 0.0018 0.0001
H -0.2921 4.1342 0.1129 0.0038 -0.0008 -0.0035
H 2.8701 -0.8063 -2.0206 -0.0027 0.0062 -0.0033
H 4.7468 -1.5873 -0.6663 0.0028 0.0023 0.0021
H 5.7494 -0.1125 1.0455 0.0015 0.0024 0.0009
H 4.8477 2.1624 1.4021 0.0022 -0.0018 0.0021
H 2.9444 2.9555 0.0875 -0.0084 -0.0089 -0.0070
H 0.8427 -0.3718 -2.3164 0.0229 -0.0078 -0.0497
H -0.8200 0.3830 -3.9921 -0.0165 0.0021 0.0216
H -0.8868 2.7656 -4.6604 0.0014 0.0037 0.0005
H 0.5484 4.4098 -3.4915 -0.0016 0.0002 -0.0037
H 2.1485 3.7077 -1.7887 0.0120 -0.0155 -0.0161
```
Positions in Å, forces in eV/Å.